(1)
Molecular formula: C3H6N
Method: DFT, wB97M-V/def2-TZVPD

The geometry in ORCA input format:
```
! RIJCOSX wB97M-V def2-TZVPD def2/J DEFGRID3
* xyz 1 1
C 0.43720 -1.15744 -0.12725
C -0.56728 0.49176 0.98843
C -0.53354 -0.07909 -0.36531
N 0.71665 0.18768 0.36286
H 0.23593 -1.90872 0.63196
H 1.03730 -1.50456 -0.95999
H -0.81517 1.53931 1.10286
H -0.84464 -0.13404 1.83257
H -1.06904 1.12685 -2.82818
H 1.49365 0.79998 0.15576
*
```

The calculation puts the LUMO energy (spin up / spin down) at -3.794 / -7.198 eV. The relative energy (zero: lowest compared OMol25 entry of this formula, charge and spin) is 631.7 kJ/mol. For the total energy, the calculation gives -172.118011 hartree. As for the HOMO-LUMO gap (spin up / spin down): 12.661 / 8.016 eV. Its highest occupied orbital energy (spin up / spin down) is -16.46 / -15.21 eV.

Atom charges from the natural (NBO) analysis, given in e for atoms 1 to 6: -0.25, -0.25, 0.32, -0.41, 0.25, 0.27

=====

(2)
Molecular formula: C18H41N2P3SSeSm
Method: DFT, wB97M-V/def2-TZVPD

The geometry in ORCA input format:
```
! RIJCOSX wB97M-V def2-TZVPD def2/J DEFGRID3
* xyz 3 6
Sm 0.49183 0.69967 0.70239
P -0.62614 -1.33575 -1.09748
P 2.46376 0.66116 -1.26119
P -2.39897 0.46608 1.10014
H 1.86312 5.58972 3.31751
C 1.06305 4.83143 3.45711
C 0.93170 3.62968 2.81538
H 1.22436 3.36006 1.77735
C -1.34988 -0.92476 -2.77193
C 0.76206 -2.34709 -1.85045
C -1.86661 -2.71622 -0.77491
C 3.20270 2.25507 -0.62037
C 3.76927 -0.59842 -0.97056
C 2.49935 0.88079 -3.06703
C -2.72755 1.91762 2.22104
C -3.14330 -0.91161 2.07266
C -3.76205 0.62840 -0.10659
H 0.36874 5.15888 4.24365
H 0.50495 2.84638 3.46133
H -1.41881 -1.86433 -3.34947
H -0.66103 -0.23008 -3.29276
H -2.37941 -0.53179 -2.64883
H 0.28595 -3.04468 -2.56679
H 1.33646 -2.90590 -1.09206
H 1.44520 -1.64296 -2.35451
H -1.63696 -3.49696 -1.52378
H -2.88632 -2.33651 -0.95930
H -1.80517 -3.10053 0.25747
H 4.15555 2.42233 -1.15876
H 3.36846 2.19484 0.47587
H 2.50248 3.09820 -0.80455
H 4.49484 -0.50570 -1.79346
H 3.31795 -1.60383 -0.98655
H 4.25322 -0.42346 0.00349
H 3.52699 1.17493 -3.32873
H 1.78623 1.67205 -3.34702
H 2.22325 -0.04940 -3.58510
H -3.81678 1.97889 2.41666
H -2.37969 2.85325 1.74230
H -2.17678 1.76760 3.17033
H -4.14243 -0.57752 2.39295
H -2.52630 -1.13295 2.95343
H -3.22832 -1.81373 1.44986
H -4.69152 0.76678 0.45871
H -3.85749 -0.28551 -0.70531
H -3.61294 1.50103 -0.75396
C -1.49779 5.09478 -1.25416
C -0.31175 5.61566 -0.68639
C -0.44043 6.84429 0.00146
C -1.52164 7.69655 -0.29980
C -2.55300 7.25311 -1.15462
C -2.54862 5.93758 -1.66834
Se -1.56016 3.20527 -1.31212
H -1.06892 3.31113 0.14824
H 0.60161 5.00979 -0.80883
H 0.25484 7.17886 0.80132
H -1.47921 8.73871 0.03167
H -3.37349 7.94735 -1.38982
H -3.31846 5.57119 -2.38076
N 2.65497 -3.56545 1.90558
C 1.44589 -3.37922 1.27630
N 0.86437 -4.43784 0.69764
S 0.79560 -1.80049 1.47637
H 2.99640 -4.50113 2.14266
H 3.16796 -2.80223 2.29829
H 0.01185 -4.32029 0.13711
H 1.22324 -5.35882 0.90082
*
```

The calculation puts the LUMO energy (spin up / spin down) at -11.004 / -9.515 eV. The relative energy (zero: lowest compared OMol25 entry of this formula, charge and spin) is 189.0 kJ/mol. As for the expectation value of S²: 8.78. For the total energy, the calculation gives -5300.575379 hartree. As for the HOMO-LUMO gap (spin up / spin down): 4.522 / 6.016 eV. Its highest occupied orbital energy (spin up / spin down) is -15.53 / -15.53 eV.

Atom charges from the natural (NBO) analysis, given in e for atoms 1 to 6: 1.72, 0.73, 0.68, 0.68, 0.23, -0.25

=====

(3)
Molecular formula: C18H29NO2
Method: DFT, wB97M-V/def2-TZVPD

The geometry in ORCA input format:
```
! RIJCOSX wB97M-V def2-TZVPD def2/J DEFGRID3
* xyz 0 1
C 2.54858 -1.42422 6.86233
C 1.90157 -2.56135 6.09052
C 1.14866 -2.14352 4.85652
C 2.02905 -1.30947 3.87513
C 1.34957 -0.93495 2.55255
C 2.30665 -0.14244 1.61268
C 1.68122 0.43592 0.34287
C 1.05698 -0.39491 -0.60033
C 0.53433 0.11374 -1.75822
C 0.54622 1.50216 -2.00322
C -0.00244 1.92233 -3.37653
C -1.33644 2.74115 -3.25506
C -2.64166 1.88024 -3.07558
O -2.67753 1.05384 -1.88601
C -3.03738 -0.27765 -2.26145
C -2.72848 -0.43278 -3.73263
N -3.50914 -1.42670 -4.47685
C -2.95197 0.95204 -4.27605
O -2.20351 1.06897 -5.48796
C 1.13953 2.36728 -1.06580
C 1.68123 1.83404 0.11171
H 3.46495 -1.10780 6.36940
H 2.74956 -1.67993 7.91222
H 1.84123 -0.61149 6.89507
H 1.20717 -3.06010 6.76024
H 2.66368 -3.31959 5.80324
H 0.77332 -3.03256 4.36722
H 0.30790 -1.49418 5.11676
H 2.31014 -0.39054 4.38664
H 2.92178 -1.90339 3.64575
H 0.48496 -0.31757 2.77169
H 0.99956 -1.82294 1.99630
H 2.79229 0.66359 2.16315
H 3.12214 -0.82569 1.33151
H 1.04427 -1.46299 -0.45516
H 0.08509 -0.56685 -2.48728
H -0.11426 1.09903 -4.07598
H 0.75144 2.55123 -3.83098
H -1.28388 3.48676 -2.45426
H -1.41016 3.32606 -4.15982
H -3.48503 2.59580 -2.96916
H -4.12065 -0.42463 -2.01412
H -2.47067 -0.96842 -1.63476
H -1.66779 -0.69633 -3.87014
H -3.34590 -2.36002 -4.13984
H -3.25797 -1.33302 -5.44705
H -3.98986 1.10373 -4.53783
H -2.52686 1.78254 -6.08963
H 1.19970 3.43419 -1.24341
H 2.11878 2.51141 0.84164
*
```

The calculation puts the LUMO energy at 0.678 eV. The relative energy (zero: lowest compared OMol25 entry of this formula, charge and spin) is 89.6 kJ/mol. As for the SMILES: CCCCCCc1ccc(CC[C@@H]2OC[C@@H](N)[C@@H]2O)cc1. For the total energy, the calculation gives -908.487578 hartree. As for the HOMO-LUMO gap: 9.045 eV. Its highest occupied orbital energy is -8.37 eV.

Atom charges from the natural (NBO) analysis, given in e for atoms 1 to 6: -0.61, -0.39, -0.39, -0.39, -0.38, -0.41